DFT (ωB97M-V with the def2-TZVPD basis set) results for a cluster of 9 separate species, C33H81N3O9 in total in a non-equilibrium geometry.

Results
F_max	3.878	eV/Å
lowest unoccupied orbital energy	0.412	eV
E	-2147.09356	a.u.
relative energy (zero: lowest compared OMol25 entry of this formula, charge and spin)	4.606	eV
HOMO	-8.352	eV
HOMO-LUMO gap	8.8	eV
net charge	0
2S+1	1
SMILES	CC1(C)CCCC(C)(C)N1O.CC1(C)CCCC(C)(C)N1O.CC1(C)CCCC(C)(C)N1O.CO.CO.CO.CO.CO.CO

Last column: Mulliken charge in e.
Geometry (Å):
1 H 8.138 -6.381 17.612  0.48
2 H 3.891 -1.842 26.024  0.31
3 H 6.908 -5.108 17.526  0.18
4 C 8.114 -5.304 19.407  2.24
5 C 6.617 1.858 24.923  1.78
6 H 6.645 1.703 13.840  0.34
7 C 3.552 -1.816 14.211  -1.67
8 C 6.963 -1.488 16.049  -0.28
9 H 9.373 -3.186 21.295  0.20
10 C 7.083 1.302 14.709  -1.88
11 H 4.597 1.120 13.442  0.33
12 O 3.696 2.771 21.185  -0.55
13 H 3.700 1.284 24.076  0.05
14 C 4.772 -1.229 26.214  -1.87
15 C 6.204 0.332 22.936  1.91
16 O 4.091 0.035 19.624  0.49
17 H 1.406 -4.099 19.963  0.32
18 O 2.926 -0.619 17.228  -0.11
19 H 5.887 -0.243 17.484  -0.79
20 H 2.013 1.066 17.985  0.18
21 H 2.698 -2.794 20.170  0.08
22 H 4.055 1.872 21.187  0.17
23 H 2.326 -0.087 20.983  0.11
24 H 7.347 -2.180 16.802  -0.26
25 H 9.638 -6.891 19.356  0.47
26 H 3.612 -2.752 13.710  0.48
27 C 6.350 -4.298 22.758  -1.65
28 C 5.935 0.800 15.639  1.31
29 H 3.497 1.249 25.819  0.29
30 C 8.331 -5.720 22.284  -1.52
31 H 4.699 -0.697 27.194  0.39
32 H 8.427 3.181 25.393  0.47
33 C 5.611 -1.266 13.015  -1.88
34 H 10.407 0.270 18.555  0.29
35 H 3.083 -1.991 15.152  0.27
36 H 8.205 -7.302 20.099  0.52
37 H 0.779 0.613 23.207  0.33
38 H 7.972 -2.244 21.903  -0.29
39 H 6.624 -6.600 18.506  0.43
40 H 5.253 3.501 25.331  0.36
41 H 3.553 -0.394 16.537  -0.03
42 C 5.747 3.023 24.524  -1.53
43 C 7.232 1.152 23.690  -1.33
44 C 8.524 -3.239 21.997  -0.94
45 H 4.471 -2.009 19.141  -0.06
46 H 3.657 0.001 18.802  -0.20
47 H 7.751 0.488 14.525  0.39
48 C 3.691 0.607 24.931  -1.78
49 C 4.963 -1.277 14.419  1.71
50 H 2.949 -0.110 24.800  0.73
51 H 6.585 -1.340 24.282  0.44
52 H 10.318 -5.535 21.405  0.26
53 H 2.591 2.989 19.479  0.27
54 H 6.503 3.711 24.166  0.49
55 H 5.949 1.155 27.721  0.38
56 H 8.007 0.485 24.058  0.37
57 H 9.374 1.589 18.955  0.15
58 H 5.690 -2.280 12.647  0.46
59 C 5.755 -2.213 15.378  -1.27
60 H 6.606 -0.778 12.859  0.21
61 C 5.729 -0.680 23.949  -1.23
62 C 8.888 -6.493 20.026  -1.62
63 H 5.695 -1.879 26.274  0.39
64 H 9.515 0.109 20.059  0.00
65 H 8.495 -3.244 18.845  0.24
66 H 7.559 2.084 15.253  0.53
67 H 9.859 -4.079 19.634  0.40
68 C 7.371 -5.842 18.184  -1.87
69 H 2.862 -1.180 13.624  0.36
70 H 4.914 -0.717 12.435  0.57
71 H 5.870 -1.146 19.892  0.23
72 H 2.110 -2.235 17.862  0.26
73 H 7.536 2.701 26.767  0.44
74 O 11.023 1.523 20.162  -0.59
75 H 9.438 -4.439 18.081  0.65
76 C 3.565 3.160 19.862  -0.47
77 O 4.034 0.868 14.190  -0.69
78 H 5.376 1.022 22.689  -1.38
79 H 7.694 -1.463 15.290  0.46
80 H 1.243 1.799 21.945  0.21
81 H 5.726 -5.170 22.863  0.49
82 H 6.118 2.351 17.067  0.39
83 H 0.926 -0.195 17.315  0.34
84 H 6.012 -3.116 14.884  0.67
85 H 6.519 -0.194 21.996  -0.36
86 C 1.743 -3.068 19.603  -0.27
87 H 4.394 -1.529 20.831  0.91
88 H 0.978 -2.362 19.965  0.19
89 H 4.951 2.753 23.825  0.17
90 C 4.762 -1.213 19.903  -1.13
91 H 3.797 4.180 19.755  0.40
92 C 1.853 0.335 17.199  -0.90
93 C 10.041 0.846 19.421  -0.17
94 H 7.653 -6.517 22.513  0.46
95 H 1.722 0.745 16.193  0.32
96 H 5.119 2.811 15.727  0.58
97 H 7.515 0.434 17.055  0.24
98 H 9.776 -7.091 21.990  0.53
99 H 8.575 1.637 25.903  0.42
100 C 6.608 -0.117 16.641  0.23
101 N 6.016 0.769 25.842  -0.01
102 N 4.820 0.073 15.052  1.06
103 H 5.552 -4.132 19.575  0.27
104 C 9.006 -4.177 18.991  -2.19
105 H 5.762 -3.422 22.528  0.10
106 H 4.941 -1.250 23.432  0.05
107 H 7.674 1.949 22.998  0.41
108 H 11.293 1.058 20.991  0.33
109 H 8.949 -3.214 22.980  0.58
110 C 9.473 -6.268 21.421  -0.71
111 C 7.584 -4.485 21.813  1.77
112 H 0.081 0.432 21.645  0.32
113 O 1.825 -3.074 18.202  -0.62
114 C 7.827 2.421 25.778  -2.09
115 O 2.080 -0.163 21.913  -0.27
116 O 6.426 -3.766 19.895  0.07
117 C 1.002 0.736 22.173  -0.80
118 N 7.095 -4.841 20.459  -0.31
119 H 4.419 1.751 16.894  -0.02
120 H 6.795 -4.145 23.761  0.41
121 O 5.423 1.422 26.940  -0.50
122 H 5.017 -2.399 16.219  0.00
123 H 8.820 -5.470 23.263  0.37
124 C 5.321 2.015 16.366  -1.58
125 H 4.234 2.498 19.377  -0.01
126 C 5.059 -0.125 25.217  2.17


DFT (ωB97M-V with the def2-TZVPD basis set) results for a cluster of 7 separate species, C33H81N7O3 in total in a non-equilibrium geometry.

Results
F_max	1.331	eV/Å
lowest unoccupied orbital energy	0.344	eV
E	-1914.94918	a.u.
relative energy (zero: lowest compared OMol25 entry of this formula, charge and spin)	0.000	eV
HOMO	-8.326	eV
HOMO-LUMO gap	8.7	eV
net charge	0
2S+1	1
SMILES	CCN(CC)CC.CCN(CC)CC.CCN(CC)CC.CCN(CC)CC.CNC(C)=O.CNC(C)=O.CNC(C)=O

Last column: Mulliken charge in e.
Geometry (Å):
1 H 6.409 -7.873 -0.525  0.33
2 H -5.742 5.357 -0.761  0.37
3 C -5.661 0.874 -1.680  0.29
4 H 7.225 -7.238 -1.907  0.41
5 H -3.285 -1.315 -0.956  -0.14
6 H -7.739 1.101 -2.191  0.34
7 H -3.662 0.365 1.651  0.24
8 C -5.810 4.389 -0.257  -1.58
9 H 1.373 2.040 -0.056  0.15
10 H -3.834 7.238 -3.250  0.24
11 C 0.051 -1.385 3.462  -0.98
12 H 1.776 -0.612 -1.277  -0.06
13 C -3.024 7.963 -3.207  -1.31
14 H -0.964 1.804 1.459  0.17
15 H -2.750 5.463 -1.012  0.30
16 C 3.839 -6.939 0.185  -0.36
17 C -0.557 2.454 0.674  -0.91
18 N 5.767 1.756 1.005  -0.21
19 H -0.037 -4.297 -2.024  0.46
20 H -3.614 -1.608 -2.683  0.26
21 H -4.901 -0.424 0.575  0.34
22 H 0.608 -3.603 2.144  -0.23
23 H -0.025 8.018 -0.776  0.34
24 H -1.585 8.783 -1.912  0.39
25 C 2.554 -2.868 2.660  -0.38
26 H -5.088 4.430 0.559  0.36
27 C -5.600 3.262 -1.262  -0.35
28 C 3.686 0.645 1.596  -0.51
29 H 2.923 -2.872 -1.262  -0.04
30 H -6.482 3.317 -1.901  0.36
31 C -2.460 -3.150 -1.752  0.48
32 H 1.992 -2.618 5.308  0.24
33 H -0.122 3.344 1.115  0.56
34 C -0.522 -1.380 2.056  -0.55
35 C -4.601 0.471 1.108  -1.55
36 C -3.520 -2.072 -1.702  -0.45
37 H -2.441 7.853 -4.122  0.31
38 H 7.434 1.857 -0.267  0.28
39 H 4.145 0.565 2.581  0.41
40 C -4.523 1.730 0.253  -0.12
41 H 1.594 6.300 -1.180  0.33
42 N 0.384 -2.698 3.949  0.29
43 H -6.812 0.133 -3.312  0.48
44 N -1.268 6.736 -1.829  0.05
45 H 0.688 -0.309 -2.634  0.39
46 H -2.038 5.383 -3.961  0.46
47 H -4.700 0.736 -2.201  0.08
48 H -1.151 -2.264 1.907  0.45
49 H 5.585 -5.422 -2.187  0.35
50 H 3.527 -5.775 2.012  0.27
51 C 3.020 -6.519 1.390  -1.07
52 H 4.613 -7.639 0.488  0.36
53 H 0.626 5.018 -0.545  -0.06
54 H 2.447 -5.058 -0.631  -0.08
55 H -2.857 7.872 -1.072  0.31
56 H -1.197 4.721 -1.389  -0.55
57 C 4.456 1.614 0.702  0.60
58 H 7.239 3.212 0.823  0.29
59 H 7.145 -6.261 -0.422  0.32
60 H 3.208 -5.280 -2.178  0.30
61 C -0.160 -3.684 -1.131  -0.95
62 H 0.862 -0.640 3.548  0.32
63 H -4.716 3.431 -1.899  0.34
64 C 3.806 -3.498 -1.123  -1.07
65 C -2.181 7.871 -1.952  -0.27
66 C -2.485 4.923 -3.088  -1.60
67 C 0.466 -3.894 6.112  -1.33
68 H -3.564 1.727 -0.304  0.23
69 H 4.785 -6.981 -2.262  0.35
70 H -3.491 8.950 -3.229  0.42
71 H 2.639 0.906 1.680  0.11
72 C 6.592 -6.944 -1.066  -1.29
73 H 2.133 -5.963 1.065  0.08
74 O -0.987 0.104 -0.745  -0.54
75 H -6.622 1.846 -3.420  0.38
76 C -0.405 7.002 -0.689  -0.42
77 N 0.411 1.742 -0.119  0.24
78 H -1.171 -0.532 1.844  0.26
79 H -0.604 -4.072 5.986  0.33
80 H -1.156 -1.853 -0.837  -0.02
81 C 1.210 -3.493 3.054  -0.31
82 H 6.125 1.297 1.823  0.20
83 C 0.796 6.092 -0.464  -0.84
84 H -5.366 0.601 1.885  0.42
85 H -1.457 2.728 0.118  0.06
86 H -6.805 4.304 0.179  0.40
87 H 1.148 6.293 0.548  0.34
88 H -2.427 3.833 -3.080  0.39
89 N -5.637 1.928 -0.665  0.03
90 H 3.842 -0.304 1.075  0.09
91 C 1.174 0.153 -1.778  -1.11
92 H -4.473 2.577 0.936  0.32
93 H 1.872 0.924 -2.100  0.46
94 H 2.885 -3.142 1.658  -0.34
95 C 3.402 -4.968 -1.141  -0.15
96 O -2.648 -4.254 -2.236  -0.71
97 H 0.550 -1.746 5.802  0.53
98 C 5.331 -6.299 -1.586  -0.46
99 H 1.275 -4.513 3.433  0.43
100 H 3.360 -3.259 3.296  0.39
101 H -1.019 6.955 0.238  0.32
102 N 4.442 -5.805 -0.523  0.14
103 C -6.778 1.044 -2.702  -1.72
104 H 3.140 -7.459 -0.497  0.28
105 C 6.689 2.508 0.194  -0.86
106 H -3.553 5.146 -3.124  0.24
107 H 6.135 3.050 -0.564  0.31
108 H 0.224 -1.420 1.255  -0.15
109 H 0.628 -3.773 7.184  0.41
110 C -1.923 5.445 -1.750  0.64
111 H 0.990 -4.785 5.764  0.29
112 H -4.466 -2.535 -1.425  0.39
113 H 2.560 -1.787 2.791  0.25
114 H -5.914 -0.031 -1.131  0.29
115 H 0.758 -3.130 -0.942  0.09
116 H 2.630 -7.358 1.961  0.46
117 C 0.105 0.662 -0.842  0.49
118 C 0.888 -2.661 5.317  -0.51
119 H -0.260 -4.403 -0.303  0.31
120 H 4.260 -3.292 -0.156  0.32
121 H -0.763 -1.020 4.099  0.49
122 H 4.523 -3.252 -1.906  0.53
123 O 3.931 2.172 -0.251  -0.67
124 N -1.277 -2.789 -1.200  0.43


DFT (ωB97M-V with the def2-TZVPD basis set) results for a structure of composition C33H82AsBF6N4O3Sn in a non-equilibrium geometry.

Results
F_max	17.160	eV/Å
lowest unoccupied orbital energy	-1.680	eV
E	-4824.09098	a.u.
HOMO	-7.922	eV
HOMO-LUMO gap	6.2	eV
net charge	0
2S+1	1

Last column: Mulliken charge in e.
Geometry (Å):
1 H 1.218 -2.365 2.411  0.13
2 C -1.206 -4.016 -0.090  0.03
3 H 3.002 -0.897 5.176  0.56
4 F 0.532 -1.956 1.395  0.09
5 H 1.082 1.678 2.972  -1.52
6 N 0.522 -1.497 -4.240  0.14
7 H 5.362 1.029 6.469  0.33
8 H -1.071 6.180 -0.725  0.48
9 C -1.233 1.564 -0.708  0.14
10 B 0.441 2.544 3.042  1.03
11 H 2.791 0.346 -1.819  -0.03
12 H 0.717 0.970 4.468  0.17
13 H 2.219 0.619 2.413  1.69
14 H 1.173 -3.498 -3.509  0.80
15 C -1.181 4.026 -0.790  -0.71
16 H 4.560 -0.099 1.407  0.10
17 H -2.506 2.247 0.967  0.44
18 N 2.491 1.225 5.267  0.63
19 H 1.283 -3.051 -7.231  0.42
20 H -0.649 0.748 -1.134  -1.35
21 H -4.378 1.094 -5.080  0.23
22 H -1.601 4.074 0.215  0.35
23 H -3.265 -3.212 -0.084  0.61
24 H 5.694 0.828 0.429  0.63
25 H -1.842 0.478 -1.891  1.77
26 C 0.298 2.172 6.375  -1.58
27 H -1.548 -0.988 -0.938  -0.46
28 H 1.707 -3.641 5.589  0.31
29 H 4.256 -0.326 -1.823  0.58
30 H 0.820 1.720 -2.107  0.15
31 H 0.525 -3.429 -1.425  0.18
32 C -6.001 0.737 -0.793  -1.43
33 As 1.035 -0.523 0.435  2.68
34 C -0.498 2.886 -3.481  -1.34
35 H 1.393 -5.025 4.552  0.39
36 H -1.173 -3.687 -4.250  0.66
37 H -0.395 1.186 -2.247  -1.93
38 H -4.115 -1.425 -1.032  0.37
39 F 0.492 0.626 1.735  -1.16
40 H 0.668 -0.858 -6.165  0.40
41 H 1.070 3.445 -2.121  0.57
42 C 0.435 -1.809 -5.685  -0.47
43 O 3.796 -3.847 3.911  -0.67
44 H 1.138 3.366 3.092  -0.21
45 H -1.697 -2.694 -2.859  0.31
46 H -0.860 1.881 1.400  0.22
47 F 1.898 -1.539 -0.804  -0.91
48 H 2.082 -3.629 1.629  0.43
49 H -1.387 -0.723 -3.888  0.42
50 C -3.570 -0.919 -1.829  -2.96
51 C 3.231 1.413 6.439  -0.46
52 C -2.282 -3.041 -0.523  -0.25
53 C -5.289 0.651 -4.678  -1.41
54 C -2.311 -0.280 -1.262  0.39
55 C 0.477 -2.677 -3.336  0.09
56 H -5.873 0.273 -5.517  0.46
57 H -0.110 2.538 3.970  -0.27
58 F 1.570 0.919 -0.555  -0.12
59 H 3.181 -1.014 -0.649  0.12
60 C 2.166 -2.902 2.437  -0.79
61 H 0.251 5.382 -0.103  0.29
62 C 0.181 -3.565 -0.400  0.86
63 C 2.432 -0.200 3.100  -1.64
64 C 0.303 2.675 -2.201  0.03
65 H 1.457 -0.645 3.298  0.65
66 C 3.021 0.008 4.568  -1.97
67 H -5.952 1.445 -4.332  0.36
68 N -4.358 0.047 -2.581  1.01
69 H 4.890 2.513 7.233  0.41
70 H -6.943 0.414 -1.235  0.33
71 C 4.696 1.886 6.363  -1.39
72 H -1.007 3.849 -3.539  0.45
73 O -1.484 -5.110 0.372  -0.66
74 H -0.925 -4.307 -2.725  0.44
75 F 2.616 -0.484 1.265  -1.00
76 H -5.467 0.021 -0.168  0.25
77 C -1.676 1.578 0.743  -2.01
78 O 3.097 2.144 -0.368  -0.69
79 Sn 1.445 2.683 0.762  0.95
80 H -0.611 -2.013 -5.913  0.40
81 C -4.935 1.128 -1.844  0.14
82 H 0.230 2.906 -4.291  0.49
83 H 0.070 5.547 -1.919  0.26
84 C 1.429 -3.935 4.577  -1.32
85 H 3.254 0.501 7.036  0.41
86 H 4.094 0.132 4.421  0.47
87 C -0.917 -3.350 -3.246  -1.53
88 H 0.837 3.046 6.007  0.37
89 C 1.349 -2.969 -6.146  -1.26
90 H 0.903 -3.904 -5.808  0.30
91 H -0.749 -0.400 -1.542  0.81
92 C 3.788 1.135 -0.219  1.45
93 H 0.821 0.022 -1.850  0.12
94 H -5.336 1.949 -2.439  0.76
95 H 0.856 0.125 6.116  0.41
96 N -0.401 2.698 -0.917  0.58
97 H 0.406 -3.689 4.291  0.32
98 H 4.869 1.674 1.643  0.35
99 C -0.348 -0.433 -3.732  -2.64
100 H -0.145 0.371 -4.438  0.76
101 H 0.723 -2.817 0.178  -1.01
102 H -0.249 2.719 2.231  -0.04
103 H -6.315 1.649 -0.285  0.44
104 H 0.624 -4.492 -0.035  0.40
105 C 2.603 -3.542 3.715  0.58
106 H 2.955 -1.028 2.621  0.55
107 C -5.059 -0.496 -3.672  -0.40
108 C 1.031 1.015 5.511  0.14
109 H 2.395 -2.959 -5.839  0.29
110 H -4.151 1.661 -1.308  -0.59
111 H 5.036 2.473 5.510  0.27
112 H -0.732 2.285 6.036  0.37
113 F -0.554 -0.533 -0.355  0.05
114 H -1.959 0.554 0.988  0.20
115 H 2.855 -2.195 1.974  0.50
116 H -2.103 1.654 -1.359  -0.18
117 C 3.490 -0.067 -1.092  -0.96
118 C 4.725 0.866 0.926  -1.29
119 H -2.009 4.081 -1.497  0.35
120 H 0.656 -2.328 -2.319  -1.51
121 H -2.406 -3.189 -1.595  0.38
122 H 0.386 2.008 7.449  0.35
123 H -5.893 -1.133 -3.377  0.42
124 H -3.262 -1.728 -2.492  0.84
125 H 2.747 2.184 7.038  0.45
126 H -2.654 0.281 -0.393  0.54
127 C -0.166 0.122 -2.302  1.60
128 C -0.416 5.343 -0.964  -1.40
129 H -4.367 -1.219 -4.104  0.28
130 H -2.066 -2.009 -0.247  0.48
131 H -1.187 2.073 -3.708  0.10